[1]
ORCA calculation (ωB97M-V/def2-TZVPD) on an isolated ion of composition C4H11N2O and charge +1.

As for the LUMO energy: -0.130 Eh. The SMILES is NCC[C@@H]([NH3+])C=O. Its spin multiplicity is 1. Its charge is +1.

CARTESIAN COORDINATES (ANGSTROEM)
N -1.053 -1.739 1.187
C -1.911 -0.587 0.824
C -1.179 0.435 -0.062
C 0.347 0.389 0.024
N 0.860 -0.833 -0.656
C 1.035 1.581 -0.632
O 2.132 1.458 -1.101
H -1.632 -2.564 1.298
H -0.622 -1.589 2.091
H -2.772 -0.989 0.303
H -2.331 -0.135 1.717
H -1.379 0.162 -1.100
H -1.500 1.461 0.114
H 0.777 0.399 1.026
H 0.321 -1.640 -0.270
H 0.716 -0.797 -1.665
H 1.860 -0.978 -0.498
H 0.558 2.572 -0.624

[2]
ORCA calculation (ωB97M-V/def2-TZVPD) on C51H53BiN7O3PSSi as an isolated structure.

As for the LUMO energy (spin up / spin down): 0.060 / 0.060 Eh. Its spin multiplicity is 2. Its charge is -1.

CARTESIAN COORDINATES (ANGSTROEM)
Bi -0.034 -0.498 -0.412
C 5.009 0.823 -6.704
O 4.964 1.124 -5.327
C 4.369 2.297 -4.962
C 4.202 2.497 -3.589
C 3.597 3.644 -3.129
C 3.130 4.613 -4.027
C 3.357 4.434 -5.376
C 3.959 3.275 -5.859
N 2.526 5.862 -3.629
N 1.722 5.954 -2.683
C 1.182 4.828 -1.993
C 1.139 4.948 -0.623
C 0.797 3.894 0.227
C 0.463 2.644 -0.291
O 0.184 1.634 0.457
C 0.410 2.534 -1.743
N 0.051 1.329 -2.232
C -0.107 1.163 -3.518
C 0.017 2.230 -4.425
C 0.409 3.450 -3.955
C 0.696 3.626 -2.582
H 5.422 -0.179 -6.785
H 5.652 1.520 -7.250
H 4.009 0.841 -7.146
H 4.525 1.725 -2.903
H 3.458 3.781 -2.065
H 3.036 5.208 -6.064
H 4.100 3.156 -6.922
H 1.455 5.897 -0.203
H 0.812 4.015 1.302
H -0.354 0.160 -3.852
H -0.186 2.078 -5.476
H 0.486 4.291 -4.631
N 0.601 -3.561 -4.284
C 1.830 -3.750 -3.690
C 1.694 -3.294 -2.415
N 0.413 -2.847 -2.212
C -0.218 -3.008 -3.345
C -1.594 -2.599 -3.625
N -2.307 -1.790 -2.887
C -3.512 -1.659 -3.531
C -3.522 -2.397 -4.676
N -2.284 -2.996 -4.733
H 0.389 -3.743 -5.248
H 2.668 -4.160 -4.223
H 2.431 -3.236 -1.630
H -4.297 -1.042 -3.127
H -4.270 -2.555 -5.432
H -1.992 -3.657 -5.430
O 2.604 -0.260 -1.875
C 2.140 -0.598 -0.753
C 2.921 -1.199 0.311
C 4.250 -1.582 -0.015
C 5.099 -2.098 0.943
C 4.667 -2.225 2.260
C 3.362 -1.846 2.579
C 2.465 -1.355 1.644
P 0.586 -0.967 2.201
C 0.505 -2.706 2.783
C 0.231 -3.669 1.813
C 0.104 -5.007 2.152
C 0.254 -5.405 3.474
C 0.549 -4.456 4.442
C 0.667 -3.116 4.102
C 1.206 0.356 3.330
C 2.102 1.278 2.779
C 2.601 2.323 3.535
C 2.241 2.456 4.873
C 1.360 1.546 5.431
C 0.831 0.515 4.658
H 4.578 -1.437 -1.038
H 6.109 -2.390 0.672
H 5.329 -2.608 3.027
H 3.047 -1.934 3.616
H 0.134 -3.374 0.771
H -0.110 -5.738 1.382
H 0.141 -6.447 3.747
H 0.678 -4.756 5.475
H 0.902 -2.390 4.870
H 2.399 1.181 1.743
H 3.282 3.031 3.079
H 2.647 3.263 5.471
H 1.069 1.634 6.470
H 0.124 -0.168 5.107
S -1.883 -1.429 4.444
C -1.454 -0.733 3.024
C -3.006 0.975 0.707
Si -3.113 -0.049 2.295
C -4.228 -1.546 1.819
C -3.466 -2.373 0.770
C -4.622 -2.501 2.949
C -5.521 -1.011 1.186
C -3.903 1.209 3.556
C -4.726 0.577 4.686
C -2.754 2.027 4.166
C -4.836 2.207 2.847
H -3.918 1.560 0.593
H -2.908 0.362 -0.190
H -2.164 1.667 0.738
H -2.545 -2.789 1.192
H -3.200 -1.801 -0.120
H -4.088 -3.217 0.447
H -3.753 -2.975 3.404
H -5.254 -3.296 2.530
H -5.183 -2.005 3.742
H -5.322 -0.354 0.336
H -6.126 -0.459 1.908
H -6.126 -1.850 0.821
H -4.177 -0.198 5.217
H -5.650 0.134 4.302
H -5.010 1.357 5.404
H -2.118 1.418 4.809
H -3.163 2.846 4.770
H -2.113 2.467 3.396
H -5.603 1.718 2.244
H -4.287 2.894 2.202
H -5.347 2.811 3.605

What did we get for energy relative to the best compared isomer or geometry (same formula, charge and spin)? Answer: 149.19; 118.79 kJ/mol, in the order shown.